Formula: C5H7BrIN2S
Source: the Open Molecules 2025 dataset
Level of theory: the ωB97M-V functional and the def2-TZVPD basis

The geometry in ORCA input format:
```
! RIJCOSX wB97M-V def2-TZVPD def2/J DEFGRID3
* xyz 1 1
C -2.037 0.486 -0.108
C -0.804 -0.441 1.770
C -2.084 -0.252 1.041
C 2.461 0.573 -0.476
C 1.028 0.275 -0.129
N -2.047 0.995 -1.170
N 1.560 0.006 -1.492
S 0.571 -1.181 0.755
Br -2.633 -2.124 -0.046
I 4.210 -0.642 0.179
H -0.478 0.665 1.892
H -0.956 -0.851 2.742
H -2.994 0.140 1.715
H 2.841 1.668 -0.589
H -1.772 1.136 -2.099
H 1.375 0.503 -2.383
H 1.758 -0.955 -1.601
*
```

energy above the lowest of the compared OMol25 structures with the same formula, charge and spin = 280.4 kJ/mol
HOMO level = -0.4233 Eh

=====

Formula: C5H7BrN3S
Source: the Open Molecules 2025 dataset
Level of theory: the ωB97M-V functional and the def2-TZVPD basis

The geometry in ORCA input format:
```
! RIJCOSX wB97M-V def2-TZVPD def2/J DEFGRID3
* xyz 1 1
C -1.481 1.882 2.480
C 0.044 0.379 1.175
C -0.221 1.505 2.024
C -2.415 0.346 0.467
C 1.462 -0.353 -0.609
N -2.999 -0.790 0.131
N 2.480 -0.330 -1.429
N 1.180 0.494 0.370
S -2.931 1.097 1.895
Br 1.186 2.499 2.672
H -1.725 2.533 3.416
H 0.688 -1.088 -0.585
H -2.542 -1.073 -0.821
H -3.751 -1.312 0.594
H 2.590 -0.981 -2.228
H 3.289 0.458 -1.366
H 1.759 1.351 0.593
*
```

energy above the lowest of the compared OMol25 structures with the same formula, charge and spin = 370.3 kJ/mol
HOMO level (alpha / beta) = -0.4230 / -0.4230 Eh

=====

Formula: C5H7BrNO
Source: the Open Molecules 2025 dataset
Level of theory: the ωB97M-V functional and the def2-TZVPD basis

The geometry in ORCA input format:
```
! RIJCOSX wB97M-V def2-TZVPD def2/J DEFGRID3
* xyz 1 1
C 2.121 0.507 -0.360
C 1.091 0.300 0.581
C 2.515 -0.501 -1.248
C 0.414 -0.908 0.574
C 1.850 -1.737 -1.086
N -1.925 -0.287 -0.081
O 0.870 -1.894 -0.197
Br 2.212 -3.218 -2.207
H 2.450 1.526 -0.347
H 0.976 1.109 1.258
H 3.377 -0.419 -1.841
H -0.318 -1.220 1.299
H -2.772 -0.966 -0.244
H -1.665 0.355 -0.829
H -1.955 0.091 0.827
*
```

energy above the lowest of the compared OMol25 structures with the same formula, charge and spin = 47.4 kJ/mol
HOMO level = -0.4959 Eh